{"formula": "C38H32F4N4O4S", "method": "ωB97M-V/def2-TZVPD", "species": ["N", "N", "C", "O", "C", "C", "C", "C", "O", "C", "C", "C", "C", "C", "S", "C", "N", "N", "C", "O", "C", "C", "O", "H", "H", "H", "H", "H", "H", "H", "H", "H", "H", "H", "H", "F", "C", "C", "C", "C", "C", "C", "H", "H", "H", "H", "H", "F", "C", "C", "C", "C", "C", "C", "H", "H", "H", "H", "H", "F", "C", "C", "C", "C", "C", "C", "H", "H", "H", "H", "H", "F", "C", "C", "C", "C", "C", "C", "H", "H", "H", "H", "H"], "positions_angstrom": [[2.85713, 0.54662, 0.45598], [1.94696, 0.85711, -0.60533], [1.12697, 2.00252, -0.17141], [1.07994, 3.07565, -0.68148], [0.35382, 1.37843, 1.03182], [-0.24364, 1.95786, 2.21445], [-0.20373, 3.49406, 2.46986], [1.16021, 4.18005, 2.14072], [2.03044, 4.27724, 2.97388], [-0.89369, 1.02562, 3.14727], [-0.96389, -0.41471, 2.87119], [-0.37940, -0.99431, 1.64924], [-0.47919, -2.51184, 1.30164], [-1.87836, -3.06794, 1.81741], [-3.31581, -2.55700, 0.79678], [-3.51727, -0.78156, 0.87430], [-4.32603, -0.00890, 1.62069], [-4.19396, 1.30824, 1.38807], [-3.21932, 1.40585, 0.43910], [-2.79386, 0.15986, 0.13642], [0.28315, -0.07820, 0.75233], [1.02417, -0.29231, -0.60672], [0.89745, -1.12378, -1.44912], [3.60475, 1.24516, 0.43654], [3.32144, -0.34607, 0.25020], [-0.36839, 3.63671, 3.57642], [-1.09158, 3.97843, 1.97802], [1.35346, 4.64140, 1.13577], [-1.35618, 1.48171, 4.04974], [-1.48559, -1.02163, 3.64265], [-0.46713, -2.62544, 0.19107], [0.34783, -3.08607, 1.78693], [-2.00656, -2.88260, 2.91556], [-1.80936, -4.18841, 1.70689], [-2.78207, 2.28581, -0.06967], [-3.21250, 6.72553, -1.07920], [-1.91521, 7.01910, -1.27820], [-1.05279, 6.02371, -1.69976], [0.28602, 6.32724, -1.90990], [0.74808, 7.61915, -1.68595], [-0.12883, 8.60931, -1.25769], [-1.47035, 8.30991, -1.05739], [-1.42906, 5.02091, -1.86123], [0.96861, 5.55662, -2.24703], [1.79396, 7.85374, -1.84585], [0.23252, 9.61491, -1.07944], [-2.16970, 9.07007, -0.73228], [4.35201, -2.05719, -0.84614], [4.21269, -3.03288, -1.76919], [5.32236, -3.76250, -2.15456], [5.17829, -4.76955, -3.09992], [3.92881, -5.02589, -3.65490], [2.82357, -4.28054, -3.26109], [2.96426, -3.28040, -2.30759], [6.28822, -3.54191, -1.71679], [6.03838, -5.35361, -3.40470], [3.81795, -5.80942, -4.39614], [1.85164, -4.47816, -3.69690], [2.11420, -2.69356, -1.98050], [5.94328, -8.83241, -3.69723], [5.75537, -8.89736, -2.36671], [4.97940, -7.93648, -1.74529], [4.78080, -8.00561, -0.37271], [5.36920, -9.02829, 0.36292], [6.15110, -9.98494, -0.27385], [6.34174, -9.92335, -1.64831], [4.53650, -7.14440, -2.33229], [4.16830, -7.26221, 0.12335], [5.21722, -9.07891, 1.43483], [6.61259, -10.77920, 0.30039], [6.94046, -10.66473, -2.16275], [-7.15483, 6.87597, 0.94828], [-7.41613, 5.57155, 1.14964], [-6.38306, 4.65416, 1.07889], [-6.65200, 3.30735, 1.29185], [-7.95280, 2.89541, 1.56224], [-8.98200, 3.82740, 1.62554], [-8.71221, 5.17510, 1.42351], [-5.37829, 4.99497, 0.85892], [-5.84756, 2.57864, 1.24653], [-8.16291, 1.84440, 1.72406], [-9.99550, 3.50462, 1.83231], [-9.49978, 5.91646, 1.47758]], "forces_ev_per_angstrom": [[1.2689, 0.0207, 1.0398], [0.2044, 0.0855, -2.8417], [-0.6430, -1.7791, 2.1631], [0.1256, -0.2938, 0.0207], [-1.1741, -1.2765, 0.6504], [0.1675, -1.5770, -0.8724], [-0.4573, -0.4792, 0.8227], [0.0264, 0.3067, 0.1552], [-0.5720, -0.3045, -0.2671], [0.8459, -0.5899, -1.9865], [0.9121, 1.9186, -0.9039], [0.2085, 1.5481, 0.1971], [-1.2611, 0.8256, 0.4912], [1.6207, -0.2855, 0.3328], [-0.1392, 0.8039, -0.0556], [-0.3898, 4.1368, 1.3491], [-0.2521, -2.7625, 0.2838], [2.7270, 0.0191, -2.4562], [-1.7375, -2.1141, 1.9661], [0.8394, -0.2652, -1.2699], [-0.9788, 1.0917, 1.2184], [-0.9654, 0.8405, 2.4371], [0.1387, 0.4455, 0.2621], [-0.2675, -0.2079, -0.2032], [-0.2924, 0.4282, -0.2498], [0.2988, -0.0651, -1.0529], [0.9988, -0.3279, 0.0948], [-0.5761, -0.4466, 0.4637], [0.3646, -0.7010, -0.6793], [0.5219, 0.3887, -0.8544], [0.2813, 0.0018, 0.9128], [-0.5988, 0.4342, -0.4474], [-0.1266, -0.0431, -1.1159], [-0.5845, 1.0868, -0.1125], [-0.3952, -0.8663, 0.4960], [-0.0883, -0.0410, 0.0284], [0.5327, 0.1272, -0.0859], [-0.1083, -0.2272, -0.0069], [-0.0143, 0.1983, 0.0664], [0.0680, 0.0093, -0.0111], [-0.0028, -0.2360, -0.0571], [-0.1606, 0.1806, 0.0896], [-0.0079, 0.0379, -0.0161], [-0.0726, -0.0044, 0.0534], [-0.0647, -0.0110, 0.0078], [-0.0554, -0.0433, -0.0131], [-0.0091, -0.0569, 0.0007], [0.0182, 0.1223, 0.1511], [-0.0967, -0.5876, -0.5627], [0.2669, 0.1053, 0.1765], [-0.2422, 0.1723, -0.0530], [0.0057, -0.0078, -0.1002], [0.2814, -0.0685, 0.0514], [-0.2540, 0.1692, 0.1996], [-0.0400, 0.0037, 0.0055], [-0.0214, 0.0567, 0.0357], [0.0118, 0.0491, 0.0312], [0.0365, 0.0370, 0.0523], [0.1864, -0.1100, -0.1274], [0.0102, 0.0231, -0.1047], [-0.0772, -0.0529, 0.6142], [-0.1221, 0.1034, -0.1512], [0.1732, -0.2235, -0.0086], [-0.0235, 0.0195, 0.0922], [-0.1333, 0.1903, -0.0489], [0.1561, -0.1633, -0.1363], [-0.0099, -0.0736, 0.0306], [0.0359, -0.0074, -0.0668], [0.0151, -0.0049, -0.0637], [-0.0239, 0.0245, -0.0618], [-0.0135, 0.0473, -0.0141], [0.0081, 0.1075, -0.0095], [-0.0743, -0.5404, 0.0834], [0.1477, 0.0719, -0.0262], [-0.1907, 0.0226, -0.0554], [-0.0375, -0.0143, -0.0014], [0.2296, -0.0389, -0.0213], [-0.1820, 0.1894, 0.0008], [-0.0389, 0.0460, 0.0050], [-0.2716, 0.2791, 0.0716], [0.0224, 0.0575, -0.0077], [0.0422, 0.0574, 0.0008], [0.0497, 0.0076, -0.0250]], "lowdin_charge": [0.077, -0.067, -0.320, 0.142, -0.018, -0.134, -0.082, -0.241, 0.052, 0.016, 0.005, -0.142, -0.169, -0.466, 0.955, -0.582, 0.018, 0.024, -0.107, -0.029, -0.020, -0.311, 0.140, 0.109, 0.084, 0.126, 0.126, 0.117, 0.117, 0.108, 0.109, 0.126, 0.074, 0.089, 0.148, 0.055, -0.291, -0.022, -0.086, -0.096, -0.083, -0.019, 0.112, 0.101, 0.101, 0.105, 0.117, 0.045, -0.272, -0.012, -0.099, -0.111, -0.067, -0.008, 0.118, 0.110, 0.107, 0.109, 0.081, 0.058, -0.283, -0.015, -0.075, -0.099, -0.085, -0.019, 0.083, 0.106, 0.100, 0.104, 0.117, 0.055, -0.292, -0.016, -0.081, -0.094, -0.089, -0.026, 0.109, 0.053, 0.100, 0.102, 0.114], "total_charge": 0, "homo_ev": -8.93, "smiles": "NN1C(=O)c2c(CC=O)ccc(CCSc3nnco3)c2C1=O.Fc1ccccc1.Fc1ccccc1.Fc1ccccc1.Fc1ccccc1", "gap_ev": 8.2, "lumo_energy_ev": -0.69, "multiplicity": 1, "total_energy_ev": -75775.5584, "largest_force_ev_per_a": 4.4}

---

{"formula": "C7H9N", "method": "ωB97M-V/def2-TZVPD", "species": ["C", "C", "C", "C", "C", "C", "C", "N", "H", "H", "H", "H", "H", "H", "H", "H", "H"], "positions_angstrom": [[-0.73432, -0.38559, 0.44939], [-0.95956, -1.61530, -0.39104], [-0.74786, 0.89354, -0.17437], [1.29039, 0.16875, 0.80133], [-1.63106, 1.76965, -0.61581], [2.23683, -0.73698, 0.41723], [0.97924, 1.36785, -0.08615], [1.55047, 2.28807, -0.58840], [-1.17599, -0.45685, 1.43984], [1.12073, 0.47401, 1.82671], [-0.67290, -2.52946, 0.13296], [-0.43066, -1.53719, -1.34059], [-2.02246, -1.73611, -0.62352], [-2.69257, 1.63177, -0.43643], [-1.32639, 2.65879, -1.15476], [2.10251, -1.80821, 0.49022], [3.11360, -0.44673, -0.14662]], "forces_ev_per_angstrom": [[0.9720, -0.2116, 0.6533], [0.2100, 0.0321, -0.0306], [1.0091, 1.2847, -0.2006], [-1.9810, -0.0751, 0.2747], [0.1255, -0.1036, 0.0497], [0.9200, -0.8957, -0.6841], [-0.7545, 0.1098, -0.5307], [-0.2272, -0.1277, 0.0064], [0.1834, 0.1108, 0.1012], [-0.5328, -0.3635, 0.1590], [0.1985, 0.0852, -0.0437], [0.0654, -0.1218, 0.0188], [-0.0285, 0.1993, 0.0177], [-0.0119, -0.2205, -0.2828], [0.1079, 0.0995, 0.2842], [0.0464, 0.0008, 0.7087], [-0.3025, 0.1972, -0.5013]], "nbo_charge": [-0.190, -0.638, -0.009, -0.272, -0.381, -0.330, 0.117, -0.273, 0.218, 0.258, 0.218, 0.221, 0.225, 0.207, 0.225, 0.198, 0.206], "total_charge": 0, "homo_ev": [-7.96, -8.51], "gap_ev": [7.3, 8.0], "lumo_energy_ev": [-0.66, -0.51], "multiplicity": 1, "total_energy_ev": -8888.3641, "de_lowest_ev": 6.792, "largest_force_ev_per_a": 2.0}